No. 1
The following is a DFT calculation (ωB97M-V/def2-TZVPD) of one molecule with the formula C3H4N2S in a non-equilibrium geometry.

The energy relative to the best compared isomer or geometry (same formula, charge and spin) comes out at 522.9 kJ/mol. The calculation puts the orbital gap (spin up / spin down) at 7.602 / 7.485 eV.

Element x y z (Å)
C  1.419  -1.040  -0.134
C  2.179  0.030  0.130
C  -0.837  -1.662  -0.027
N  3.380  2.121  -0.125
N  0.562  -1.974  -0.254
S  3.720  0.552  0.223
H  -1.487  -2.485  -0.222
H  -0.850  -1.335  1.007
H  -1.052  -0.879  -0.804
H  4.018  2.873  -0.263

***

No. 2
The following is a DFT calculation (ωB97M-V/def2-TZVPD) of one molecule with the formula C3H4N2S in a non-equilibrium geometry.

The energy relative to the best compared isomer or geometry (same formula, charge and spin) comes out at 399.7 kJ/mol. The calculation puts the orbital gap at 8.327 eV.

Element x y z (Å)
C  -3.940  -0.095  0.128
C  0.065  0.433  0.661
C  0.065  -0.066  -0.736
N  -5.060  -0.344  -0.067
N  -2.712  -0.132  0.521
S  -1.389  0.913  -0.272
H  -0.150  -0.288  1.521
H  0.794  1.131  0.890
H  0.741  0.424  -1.506
H  -0.126  -1.032  -1.065

***

No. 3
The following is a DFT calculation (ωB97M-V/def2-TZVPD) of one molecule with the formula C3H4N2S in a non-equilibrium geometry.

The energy relative to the best compared isomer or geometry (same formula, charge and spin) comes out at 561.7 kJ/mol. The calculation puts the orbital gap (spin up / spin down) at 6.491 / 6.675 eV.

Element x y z (Å)
C  0.611  -0.722  0.024
C  -0.703  -1.075  -0.035
C  0.297  1.617  0.012
N  1.030  0.568  -0.090
N  -1.651  -0.144  -0.331
S  -3.136  0.089  0.018
H  1.403  -1.298  0.429
H  -0.822  -2.122  -0.118
H  0.975  2.519  0.012
H  1.996  0.569  0.080

***

No. 4
The following is a DFT calculation (ωB97M-V/def2-TZVPD) of one molecule with the formula C3H4N2S in a non-equilibrium geometry.

The expectation value of S² is 2.006. The spin multiplicity is 3. The energy relative to the best compared isomer or geometry (same formula, charge and spin) comes out at 281.0 kJ/mol. The calculation puts the orbital gap (spin up / spin down) at 6.691 / 6.859 eV.

Element x y z (Å)
C  -1.803  0.869  -0.280
C  -0.305  0.836  0.199
C  1.062  -0.218  0.090
N  -1.717  0.632  0.941
N  0.849  -1.559  -0.026
S  2.472  0.683  0.188
H  -2.543  1.028  -1.057
H  0.143  1.719  0.716
H  0.115  -1.962  -0.588
H  1.726  -2.029  -0.184

***

No. 5
The following is a DFT calculation (ωB97M-V/def2-TZVPD) of one molecule with the formula C3H4N2S2 in a non-equilibrium geometry.

The energy relative to the best compared isomer or geometry (same formula, charge and spin) comes out at 154.6 kJ/mol. The calculation puts the orbital gap at 9.004 eV. The SMILES is CSC(=S)NC#N.

Element x y z (Å)
C  -2.252  0.473  0.168
S  -1.071  -0.813  0.396
C  0.436  0.040  0.042
S  0.544  1.583  -0.464
N  1.632  -0.783  0.182
C  2.827  -0.481  -0.186
N  3.924  -0.220  -0.397
H  -2.392  1.061  1.018
H  -3.158  -0.082  -0.028
H  -1.981  1.008  -0.662
H  1.492  -1.785  -0.069

***

No. 6
The following is a DFT calculation (ωB97M-V/def2-TZVPD) of C3H4N2S2 as an isolated structure in a non-equilibrium geometry.

The energy relative to the best compared isomer or geometry (same formula, charge and spin) comes out at 303.7 kJ/mol. The calculation puts the orbital gap at 9.367 eV.

Element x y z (Å)
C  0.234  0.552  -0.019
C  0.363  -0.920  -0.436
C  -1.080  -1.554  -0.565
H  1.882  3.424  0.894
H  0.726  -1.550  0.559
H  1.153  -0.982  -1.199
H  -1.175  -2.764  -0.693
N  1.102  1.410  0.092
N  -2.042  -0.984  -0.032
S  0.547  2.783  0.824
S  -1.709  0.585  0.576

***

No. 7
The following is a DFT calculation (ωB97M-V/def2-TZVPD) of one molecule with the formula C3H4N2S3 in a non-equilibrium geometry.

The energy relative to the best compared isomer or geometry (same formula, charge and spin) comes out at 206.3 kJ/mol. The calculation puts the orbital gap at 8.324 eV.

Element x y z (Å)
C  -1.570  -0.818  0.446
C  2.352  -0.189  -0.158
C  -0.451  1.110  -0.409
H  -1.313  -1.878  0.831
H  -2.134  -0.160  1.296
H  -2.417  -0.955  -0.523
H  -1.513  1.388  -0.621
N  -0.274  -0.207  0.143
N  0.510  1.902  -0.453
S  0.906  -1.189  -0.637
S  3.855  -0.619  0.063
S  2.048  1.614  0.023

***

No. 8
The following is a DFT calculation (ωB97M-V/def2-TZVPD) of a 2-piece molecular cluster, C3H4N2S3 overall in a non-equilibrium geometry.

The energy relative to the best compared isomer or geometry (same formula, charge and spin) comes out at 150.0 kJ/mol. The calculation puts the orbital gap at 8.248 eV.

Element x y z (Å)
C  0.367  0.741  -1.003
C  -0.321  0.419  -2.132
C  0.168  -1.444  -0.662
N  0.691  -0.344  -0.204
N  -0.973  0.646  2.340
S  -0.717  -1.212  -2.207
S  0.840  -1.201  3.407
S  0.507  0.356  2.371
H  0.678  1.778  -0.850
H  -0.573  1.030  -2.969
H  0.529  -2.404  -0.421
H  -1.196  1.633  2.330

***

No. 9
The following is a DFT calculation (ωB97M-V/def2-TZVPD) of one molecule with the formula C3H4N4 in a non-equilibrium geometry.

The energy relative to the best compared isomer or geometry (same formula, charge and spin) comes out at 270.7 kJ/mol. The calculation puts the orbital gap at 10.194 eV. The SMILES is C=Nn1cncn1.

Element x y z (Å)
C  -2.153  -0.290  0.054
N  -1.346  0.700  -0.047
N  -0.058  0.346  -0.058
C  1.018  1.155  -0.049
N  2.097  0.444  0.086
C  1.693  -0.832  -0.018
N  0.344  -0.923  -0.099
H  -3.261  0.000  0.176
H  -1.740  -1.292  -0.033
H  1.019  2.311  -0.078
H  2.386  -1.618  0.066

***

No. 10
The following is a DFT calculation (ωB97M-V/def2-TZVPD) of one molecule with the formula C3H4N4 in a non-equilibrium geometry.

The energy relative to the best compared isomer or geometry (same formula, charge and spin) comes out at 604.3 kJ/mol. The calculation puts the orbital gap (spin up / spin down) at 8.975 / 6.114 eV.

Element x y z (Å)
C  -1.128  -0.045  -0.255
C  -0.069  -0.849  -0.666
N  0.808  0.845  1.064
N  -2.094  0.580  0.086
N  -0.077  -1.869  -1.421
C  1.371  -0.174  0.205
N  2.505  -0.577  0.127
H  0.686  1.718  0.554
H  1.208  0.840  1.998
H  -2.236  1.582  0.176
H  -0.974  -2.053  -1.870

***

Which of these has the lowest energy relative to the best compared isomer or geometry (same formula, charge and spin)? number 8